Density functional theory data (ωB97M-V/def2-TZVPD) for a molecular structure, C12H15BCl2MoN6O2.

Each line ends with the natural charge from an NBO analysis.
CARTESIAN COORDINATES (ANGSTROEM)
Mo 0.16541 0.16658 -0.28597  1.8043
Cl 0.09453 2.92873 2.75560  -0.0334
Cl -0.78432 0.48182 4.15860  0.0356
O 1.43510 0.45822 1.57659  -0.7143
O 2.45975 0.10694 3.54386  -0.5023
N 1.31551 -0.92013 -1.58518  -0.3737
N 0.60311 1.75019 -2.71127  -0.3038
N 0.55839 1.79176 -1.31775  -0.3547
N -1.16516 0.00651 -2.99520  -0.3158
N -1.41899 -0.21912 -1.66755  -0.3685
N 1.23085 -0.65492 -2.95765  -0.3103
C 2.69859 -2.30010 -2.67570  -0.2887
C 1.16670 3.79980 -2.05604  -0.2790
C 1.56430 0.57720 2.84644  0.7438
C 2.20724 -1.94513 -1.42341  0.0427
C -2.28774 -0.19670 -3.70388  0.1137
C -1.35672 -1.97396 1.67913  -0.7573
C 0.88905 3.05657 -0.91553  0.0490
C -3.30789 -0.58027 -2.81998  -0.2866
C -2.73296 -0.58177 -1.54666  0.0359
C 2.06575 -1.47791 -3.61286  0.1074
C 0.59252 1.47904 3.70412  -0.3097
C 0.98250 2.95153 -3.15330  0.1371
B 0.24011 0.43960 -3.45216  0.5115
H -0.68425 -2.34748 2.46699  0.2747
H 1.06910 3.11184 -4.22054  0.2731
H 0.86882 3.27295 0.14325  0.2751
H -2.21696 -0.03234 -4.77237  0.2686
H 1.14830 1.79510 4.60006  0.2846
H -2.02340 -2.74260 1.26662  0.2579
H -0.72621 -1.57584 0.81937  0.0629
H -4.33454 -0.82942 -3.08883  0.2888
H -2.00973 -1.23318 2.11257  0.2452
H 2.41861 -2.29211 -0.42068  0.2646
H 3.42728 -3.05296 -2.88755  0.2821
H 2.11876 -1.44291 -4.68999  0.2693
H 0.32207 0.57414 -4.63797  0.0283
H 1.46788 4.82662 -2.08727  0.2854
H -3.09904 -0.80708 -0.54331  0.2564

- expectation value of S² = 2.0454
- spin multiplicity = 3
- electronic energy (eV) = -53283.26309
- energy above the lowest of the compared OMol25 structures with the same formula, charge and spin (eV) = 0.299
- total charge = +2
- F_max (hartree/bohr) = 0.105

***

Density functional theory data (ωB97M-V/def2-TZVPD) for a molecular structure, C36H41BN7O4PSTb.

Each line ends with the Löwdin spin population.
CARTESIAN COORDINATES (ANGSTROEM)
Tb -0.91779 0.76001 1.45283  6.1127
S -2.64804 1.71941 -0.78079  -0.0188
P 1.58814 0.84599 -2.15079  -0.0010
O 0.76210 -1.02727 1.19163  -0.0126
O -8.83574 -0.51144 1.01364  0.0000
O -1.35115 -1.56789 0.88263  -0.0158
O -7.56874 -1.11732 2.77121  -0.0001
N -1.12210 -4.12303 0.94586  -0.0001
N 1.04912 1.86542 1.98306  -0.0171
N 0.32937 0.31040 4.59446  0.0005
N 1.93538 1.50797 2.94474  0.0008
N -0.84954 0.22025 3.76086  -0.0163
N -2.20584 2.75059 2.44355  -0.0160
N 3.72554 -0.07902 -0.03976  0.0000
C 3.99926 1.00159 -3.53043  -0.0001
C -6.47987 -0.08779 1.00752  -0.0003
C 0.03035 -0.09760 5.82066  0.0006
C 0.67040 2.45782 -4.31382  -0.0001
C 0.21521 -3.39432 0.75826  -0.0008
C 1.12548 -2.49463 -4.54660  0.0000
C 0.92998 -0.46913 -3.22114  -0.0001
C 1.38307 2.42052 -3.11514  -0.0001
C 3.08415 2.19172 2.78120  0.0003
C 1.72864 -1.45777 -3.81483  -0.0001
C 1.28194 -4.03737 1.68157  -0.0001
C -3.98304 0.99742 -0.05901  -0.0010
C 0.48765 3.70164 -4.95237  0.0000
C -7.64734 -0.63249 1.65014  -0.0001
C 0.50890 -5.19023 2.41469  0.0000
C -0.26631 -2.57903 -4.68992  0.0000
C -1.07610 -1.59112 -4.11569  0.0000
C 1.95651 4.73493 -3.39883  0.0000
C -5.28647 1.29833 -0.57336  -0.0009
C 3.02452 2.92942 1.54451  0.0001
C -0.96389 -5.11406 2.04765  0.0000
C 1.12968 4.82722 -4.50668  0.0000
C -0.44803 -0.54442 -3.38537  0.0000
C 6.25118 0.93640 -2.56168  0.0000
C -0.11918 -1.88768 0.92005  -0.0029
C 5.42931 1.13102 -3.68118  0.0000
C 2.06662 3.51977 -2.69864  0.0000
C 1.67175 2.74491 1.11168  -0.0010
C -1.85065 -0.15651 4.58856  0.0004
C -6.43478 0.67397 -0.17002  0.0001
C -1.35669 -0.41392 5.90074  0.0002
C -4.03478 0.11725 1.04636  -0.0050
C 4.24715 0.29655 -1.22931  0.0000
C -5.23568 -0.36908 1.60067  -0.0004
C 3.36989 0.51811 -2.34877  -0.0003
C 5.65823 0.52222 -1.36149  0.0000
B 1.80986 0.39856 4.07741  -0.0004
H 7.33808 1.06741 -2.67045  0.0000
H 2.68746 3.35968 -1.78273  0.0000
H -1.89465 -3.47024 1.10987  0.0000
H -0.13725 3.70741 -5.80989  0.0000
H -2.47235 2.73521 3.47345  0.0001
H 3.38252 1.21054 -4.40084  0.0000
H 3.78021 2.33142 3.57658  0.0000
H 3.83477 3.46470 1.04612  0.0000
H 0.96775 -6.13834 2.08093  0.0000
H -1.10468 0.15868 -2.92858  0.0000
H 2.60860 5.61416 -3.16860  0.0000
H 2.46499 0.73637 5.02627  0.0000
H -7.37099 0.87915 -0.77509  0.0000
H 0.72428 -5.14913 3.48656  0.0000
H 1.79207 -3.24510 -4.98112  0.0000
H -2.90588 -0.17748 4.24123  0.0002
H -1.53365 3.53724 2.28985  0.0003
H -3.13550 -0.19654 1.59370  -0.0045
H 2.77752 -0.40322 0.03783  0.0000
H 6.26893 0.52491 -0.45055  0.0000
H -0.67069 -3.47705 -5.13898  0.0000
H 4.33917 -0.35922 0.71454  0.0000
H 1.22228 3.14616 0.16895  0.0001
H 5.68141 1.56795 -4.65887  0.0000
H 2.79526 -1.41047 -3.65464  0.0000
H -5.30576 2.03510 -1.38234  -0.0002
H -8.81462 0.12097 0.25591  0.0000
H 1.77157 -3.27375 2.32639  0.0000
H 0.48574 -3.59894 -0.29791  0.0000
H -1.36560 -4.61733 0.10140  0.0000
H -5.15167 -0.98307 2.52447  -0.0001
H -1.50001 -4.78599 2.93064  0.0000
H -2.19966 -1.55725 -4.27737  0.0000
H 0.86528 5.84599 -4.89294  0.0000
H -1.93614 -0.87309 6.71884  -0.0001
H 2.16457 -0.57068 3.50650  0.0000
H 0.17799 1.55105 -4.75502  0.0000
H 0.74909 -0.07664 6.62236  0.0000
H 2.12459 -4.48266 1.06431  0.0000
H -2.97635 2.86951 1.80565  0.0003
H -1.29633 -6.07372 1.63306  0.0000

- expectation value of S² = 12.6767
- spin multiplicity = 7
- electronic energy (eV) = -99850.98008
- energy above the lowest of the compared OMol25 structures with the same formula, charge and spin (eV) = 2.168
- total charge = +1
- F_max (hartree/bohr) = 0.064

***

Density functional theory data (ωB97M-V/def2-TZVPD) for 14 unconnected molecules or ions with the total composition H26NO16.

Each line ends with the natural charge from an NBO analysis.
CARTESIAN COORDINATES (ANGSTROEM)
O -1.22489 1.13988 -4.20471  -0.9214
O 1.02805 1.75436 3.24218  -0.9639
O 1.03940 -1.15580 3.06297  -1.0080
O 0.27593 -3.22538 0.53598  -0.9626
O -2.89434 3.04639 -1.99102  -0.9432
O 0.36558 -0.57445 -0.94883  -0.5886
O 1.53736 1.81170 -2.55168  -0.9817
O -0.82811 1.24559 -0.93042  -0.5429
O 2.62665 -0.63999 -2.70192  -0.9287
O -1.36088 2.58801 2.01590  -0.9655
O -3.34438 -1.55663 2.07793  -0.9202
O -0.57043 0.04494 0.81897  -0.5005
O 2.34351 -1.30611 0.68859  -0.9636
O -1.61027 0.05939 3.48409  -0.9773
O 1.68917 -3.24925 -1.73100  -0.9146
O 1.62791 2.36603 0.34234  -0.9469
N -0.54755 0.12456 -0.42484  0.6946
H 0.71538 1.64985 -2.08694  0.4774
H -4.21630 -1.27004 1.86402  0.4624
H -0.97569 -0.31818 2.86347  0.4874
H -2.99697 -1.67398 1.21294  0.4682
H -1.83512 1.07249 -4.93351  0.4515
H 0.70271 -3.25124 -0.30271  0.4737
H -3.72886 2.70816 -1.69543  0.4523
H 1.75643 -0.88992 -3.06990  0.4782
H 2.36149 1.91418 -0.02827  0.4688
H -0.82221 2.86156 2.71092  0.4713
H 0.93801 -3.73019 -2.10686  0.4593
H 1.23828 0.83587 3.04575  0.4887
H 0.61522 -2.00890 3.16425  0.4762
H 1.48726 -2.36384 -1.94223  0.4871
H 0.83569 1.83614 0.16007  0.4756
H 1.62388 2.22730 2.72294  0.4705
H -1.77898 0.84055 -3.46369  0.4694
H -1.05693 1.72515 1.81956  0.4838
H 2.31392 -2.22232 0.97403  0.4739
H 3.14388 -0.31474 -3.41512  0.4792
H -2.25319 2.48443 -1.65484  0.4877
H 1.96644 0.96043 -2.42033  0.4652
H -0.63962 -3.05046 0.24325  0.4565
H -2.51246 -0.23128 3.19548  0.4749
H 1.51280 -1.14941 0.21258  0.4984
H 1.45224 -1.11485 2.14605  0.4971

- spin multiplicity = 1
- electronic energy (eV) = -34670.34754
- energy above the lowest of the compared OMol25 structures with the same formula, charge and spin (eV) = 2.398
- total charge = -1
- F_max (hartree/bohr) = 0.126